1.
16 unconnected molecules or ions with the total composition H30NO18 at a distorted geometry. Source: the OMol25 dataset; level of theory: ωB97M-V with the def2-TZVPD basis set.

Element x y z (Å)
N  -0.08  -0.19  -0.13
O  -0.91  0.49  -0.78
O  0.80  -0.87  -0.68
O  -0.21  -0.34  1.09
O  1.48  -3.46  -3.27
H  0.63  -3.88  -3.35
H  1.55  -3.21  -2.33
O  1.71  -1.65  2.39
H  0.99  -1.37  1.85
H  2.43  -1.36  1.86
O  -0.34  2.89  1.39
H  -0.73  2.39  2.10
H  0.46  2.37  1.23
O  -0.71  3.22  -2.00
H  -1.40  3.02  -1.35
H  0.12  3.13  -1.52
O  0.30  0.64  3.91
H  0.29  -0.31  3.92
H  -0.09  0.72  4.78
O  -1.08  -1.94  -2.63
H  -0.77  -2.70  -2.05
H  -0.67  -1.14  -2.37
O  -3.10  -0.60  0.93
H  -2.23  -0.23  0.81
H  -3.44  -0.94  0.09
O  -1.10  -3.12  1.83
H  -1.27  -2.19  2.04
H  -1.04  -3.62  2.69
O  2.66  -3.01  -0.83
H  2.13  -2.24  -0.80
H  3.46  -2.82  -1.38
O  3.39  0.92  -1.25
H  2.98  0.55  -0.43
H  4.16  1.40  -0.97
O  1.87  1.33  1.60
H  1.55  0.53  2.00
H  2.78  1.48  1.83
O  0.86  0.68  -3.31
H  1.38  0.39  -2.62
H  1.06  0.11  -4.02
O  -2.11  1.41  2.87
H  -2.38  2.10  3.45
H  -1.32  1.04  3.28
O  -2.60  2.72  -0.38
H  -1.77  2.71  0.17
H  -2.75  1.79  -0.49
O  -2.28  1.04  -3.44
H  -1.59  1.13  -2.79
H  -3.06  0.99  -2.93

Properties
- Multiplicity: 1
- Net charge: -1
- Energy above the lowest of the compared OMol25 structures with the same formula, charge and spin: 19.2 kcal/mol


2.
C4H7NO in the gas phase. Source: the OMol25 dataset; level of theory: ωB97M-V with the def2-TZVPD basis set.

Element x y z (Å)
C  -1.69  -0.37  0.48
C  -0.28  -0.48  -0.03
C  0.24  0.22  -1.24
N  0.54  0.73  0.07
C  1.82  0.59  0.61
O  2.84  0.40  -0.01
H  -1.70  -0.46  1.57
H  -2.33  -1.15  0.06
H  -2.11  0.61  0.22
H  0.23  -1.42  0.19
H  1.06  -0.24  -1.80
H  -0.43  0.86  -1.81
H  1.83  0.71  1.71

Properties
- Multiplicity: 1
- SMILES string: C[C@H]1CN1C=O
- Energy above the lowest of the compared OMol25 structures with the same formula, charge and spin: 39.4 kcal/mol


3.
C2H5NOS in the gas phase at a distorted geometry. Source: the OMol25 dataset; level of theory: ωB97M-V with the def2-TZVPD basis set.

Element x y z (Å)
C  -1.47  -0.31  0.22
C  -0.03  0.46  -0.15
H  -2.25  0.50  -0.12
H  -1.59  -1.40  -0.22
H  -1.55  -0.64  1.37
H  0.66  -1.40  -0.43
H  2.68  1.58  -0.58
N  0.94  -0.52  -0.35
O  -0.04  1.64  0.04
S  2.64  0.10  0.21

Properties
- Multiplicity: 1
- SMILES string: CC(=O)NS
- Energy above the lowest of the compared OMol25 structures with the same formula, charge and spin: 76.4 kcal/mol


4.
7 unconnected molecules or ions with the total composition C23H64N4O7 at a distorted geometry. Source: the OMol25 dataset; level of theory: ωB97M-V with the def2-TZVPD basis set.

Element x y z (Å)
C  -1.57  -3.69  -2.13
C  -1.50  -2.77  -3.33
C  -2.84  -2.09  -3.58
O  -0.51  -1.79  -2.98
H  -0.63  -4.22  -1.98
H  -2.33  -4.46  -2.28
H  -1.82  -3.19  -1.19
H  -1.16  -3.34  -4.20
H  -3.17  -1.49  -2.73
H  -3.60  -2.87  -3.69
H  -2.94  -1.36  -4.39
H  -0.31  -1.19  -3.71
C  4.11  -3.92  -0.74
C  4.23  -3.37  0.68
C  4.02  -1.87  0.80
O  3.36  -3.99  1.61
H  4.76  -3.36  -1.40
H  3.09  -3.81  -1.12
H  4.33  -4.99  -0.76
H  5.28  -3.51  0.99
H  3.05  -1.58  0.40
H  4.76  -1.31  0.23
H  4.01  -1.58  1.85
H  3.40  -4.95  1.53
C  -6.30  0.20  3.21
C  -5.79  1.55  2.77
C  -4.43  1.38  2.08
O  -3.49  0.99  3.05
C  -2.23  0.75  2.49
N  -6.71  2.10  1.77
H  -7.33  0.25  3.59
H  -5.73  -0.31  3.98
H  -6.42  -0.50  2.38
H  -5.59  2.19  3.64
H  -4.15  2.34  1.61
H  -4.51  0.65  1.26
H  -1.39  0.80  3.18
H  -1.97  1.56  1.79
H  -2.13  -0.19  1.93
H  -7.59  2.31  2.22
H  -6.33  2.98  1.42
C  -0.85  7.00  -1.72
C  -0.08  6.03  -2.59
C  -0.47  4.58  -2.30
O  0.44  4.10  -1.35
C  0.18  2.78  -0.94
N  -0.38  6.34  -4.03
H  -0.46  8.00  -1.91
H  -0.66  6.81  -0.66
H  -1.91  6.94  -1.94
H  0.99  6.23  -2.48
H  -0.49  3.94  -3.19
H  -1.52  4.60  -1.95
H  -0.03  2.11  -1.77
H  -0.67  2.71  -0.25
H  1.00  2.35  -0.36
H  -0.05  5.53  -4.55
H  0.21  7.08  -4.38
C  -1.04  -3.69  1.71
C  -0.27  -3.41  3.00
C  -1.23  -3.33  4.18
O  -2.07  -2.23  3.98
C  -3.13  -2.21  4.91
N  0.82  -4.35  3.17
H  -1.72  -2.87  1.45
H  -1.71  -4.55  1.83
H  -0.41  -3.91  0.85
H  0.10  -2.37  2.88
H  -0.69  -3.32  5.14
H  -1.82  -4.26  4.21
H  -3.83  -3.02  4.71
H  -3.63  -1.25  4.82
H  -2.77  -2.20  5.95
H  1.40  -3.97  3.91
H  1.41  -4.26  2.34
C  6.39  0.52  -2.03
C  5.51  1.76  -1.99
C  4.20  1.60  -1.18
O  3.47  0.44  -1.57
C  2.67  0.70  -2.71
N  6.32  2.86  -1.45
H  5.91  -0.29  -2.58
H  6.57  0.21  -0.99
H  7.31  0.79  -2.53
H  5.16  2.04  -2.99
H  3.61  2.50  -1.30
H  4.48  1.43  -0.13
H  2.03  1.57  -2.59
H  2.01  -0.14  -2.92
H  3.30  0.85  -3.59
H  5.74  3.68  -1.29
H  6.61  2.65  -0.49
C  0.25  -0.56  0.19
O  -0.91  -0.25  -0.57
H  0.09  -0.33  1.25
H  0.43  -1.63  0.11
H  1.13  0.01  -0.11
H  -0.85  -0.67  -1.44

Properties
- Multiplicity: 1
- Electronic energy: -45178.975 eV
- SMILES string: COC[C@H](C)N.COC[C@H](C)N.COC[C@H](C)N.COC[C@H](C)N.CC(C)O.CC(C)O.CO


5.
2 unconnected molecules or ions with the total composition C4H6N4OS at a distorted geometry. Source: the OMol25 dataset; level of theory: ωB97M-V with the def2-TZVPD basis set.

Element x y z (Å)
C  -1.91  -0.17  -0.79
C  -2.50  -1.07  0.14
C  -0.50  -0.21  -0.95
C  -0.40  -1.79  0.74
N  -1.78  -1.93  0.89
N  0.22  -1.00  -0.15
N  2.86  1.15  -0.79
N  1.88  0.62  1.56
O  3.49  -0.96  0.25
S  2.63  0.17  0.32
H  -2.48  0.43  -1.48
H  -3.51  -1.24  0.41
H  0.13  0.23  -1.72
H  2.59  2.16  -0.65
H  1.69  -0.21  2.19
H  0.29  -2.44  1.29

Properties
- Multiplicity: 1
- SMILES string: N=S(=N)=O.c1cncnc1
- Energy above the lowest of the compared OMol25 structures with the same formula, charge and spin: 68.1 kcal/mol


6.
C9H21O2P in the gas phase at a distorted geometry. Source: the OMol25 dataset; level of theory: ωB97M-V with the def2-TZVPD basis set.

Element x y z (Å)
C  -0.14  -1.13  2.30
C  -1.38  0.88  1.46
C  -2.39  -1.31  1.09
C  1.89  0.43  -1.94
C  1.17  1.78  -0.17
C  2.73  0.03  0.35
C  -1.35  -0.56  -2.69
C  -1.04  -0.63  1.13
C  1.53  0.39  -0.50
O  -1.39  0.77  -2.23
O  -0.53  -1.35  -1.77
P  0.26  -1.14  -0.29
H  0.58  -1.98  2.06
H  0.52  -0.34  2.67
H  -0.66  -1.41  3.37
H  -0.63  1.56  1.80
H  -2.15  0.90  2.35
H  -1.68  1.26  0.47
H  -2.32  -2.41  0.76
H  -3.04  -1.46  2.01
H  -3.21  -0.86  0.51
H  1.00  0.88  -2.39
H  3.00  0.98  -1.95
H  2.09  -0.55  -2.35
H  1.06  1.90  0.95
H  0.21  2.15  -0.59
H  1.84  2.53  -0.51
H  2.39  -0.35  1.40
H  3.32  -0.83  0.07
H  3.53  0.74  0.37
H  -2.36  -1.05  -2.72
H  -1.07  -0.69  -3.72
H  -1.78  0.84  -1.30

Properties
- Multiplicity: 1
- SMILES string: CC(C)(C)P(OCO)C(C)(C)C
- Energy above the lowest of the compared OMol25 structures with the same formula, charge and spin: 51.7 kcal/mol


7.
2 unconnected molecules or ions with the total composition C7H19N2O2P at a distorted geometry. Source: the OMol25 dataset; level of theory: ωB97M-V with the def2-TZVPD basis set.

Element x y z (Å)
C  2.31  1.92  -1.31
C  0.35  -2.24  -1.64
C  -3.26  0.63  -0.48
C  -0.90  -2.80  1.71
C  2.79  0.90  -0.22
C  -1.23  1.82  0.17
C  -0.49  1.15  1.32
N  0.02  -1.35  -0.62
N  2.23  1.13  1.04
O  -2.60  1.68  0.15
O  -0.75  -0.20  1.51
P  0.06  -1.42  0.95
H  3.20  2.46  -1.70
H  1.71  1.54  -2.10
H  1.65  2.64  -0.87
H  0.22  -3.31  -1.33
H  1.50  -2.25  -1.68
H  -0.16  -2.11  -2.55
H  -3.18  0.45  -1.55
H  -4.36  0.61  -0.11
H  -2.79  -0.39  -0.20
H  -1.89  -2.51  2.18
H  -1.21  -3.59  1.04
H  -0.36  -3.35  2.58
H  2.61  -0.14  -0.60
H  3.87  0.98  -0.17
H  -0.75  1.43  -0.76
H  -1.06  2.88  0.19
H  -0.77  1.87  2.11
H  0.74  1.25  1.14
H  2.47  0.31  1.78

Properties
- Multiplicity: 1
- Energy above the lowest of the compared OMol25 structures with the same formula, charge and spin: 105.5 kcal/mol


8.
C3H4N2O2 in the gas phase at a distorted geometry. Source: the OMol25 dataset; level of theory: ωB97M-V with the def2-TZVPD basis set.

Element x y z (Å)
C  -0.44  1.17  0.50
C  0.24  -0.01  -0.14
C  0.29  -1.31  0.26
H  -2.10  0.52  -0.44
H  -0.63  0.87  1.56
H  0.25  2.05  0.52
H  -0.06  -1.94  1.04
N  1.19  -1.94  -0.56
N  1.70  -1.05  -1.37
O  -1.60  1.47  -0.25
O  1.15  0.18  -1.11

Properties
- Multiplicity: 1
- SMILES string: OCc1cnno1
- Energy above the lowest of the compared OMol25 structures with the same formula, charge and spin: 95.9 kcal/mol


9.
A molecular structure, C62H88BrCsFIN19O10S at a distorted geometry. Source: the OMol25 dataset; level of theory: ωB97M-V with the def2-TZVPD basis set.

Element x y z (Å)
Cs  0.44  0.08  0.72
C  2.08  -3.63  -1.85
N  1.82  -3.42  -3.26
C  2.69  -4.17  -4.14
C  1.04  -2.36  -3.68
N  0.19  -1.82  -2.91
C  -0.38  -0.54  -3.26
C  -1.91  -0.60  -3.46
N  -2.70  0.40  -2.74
C  -2.73  1.72  -3.34
C  -2.39  2.89  -2.38
N  -0.99  3.21  -2.37
C  -0.55  4.28  -2.90
N  0.79  4.45  -3.17
C  1.70  3.33  -2.94
C  1.43  5.75  -3.17
N  -1.33  5.39  -3.31
C  -2.41  5.88  -2.49
C  -1.40  5.71  -4.71
C  -4.01  -0.03  -2.28
C  -4.02  -1.34  -1.49
N  -4.85  -1.25  -0.30
C  -5.48  -2.28  0.10
N  -5.54  -3.51  -0.60
C  -4.33  -4.27  -0.80
C  -6.74  -4.30  -0.58
N  -6.32  -2.23  1.22
C  -6.08  -3.26  2.24
C  -6.46  -0.91  1.84
N  1.28  -2.00  -5.04
C  2.39  -1.08  -5.27
C  0.13  -1.84  -5.90
H  3.10  -3.32  -1.60
H  1.97  -4.69  -1.60
H  1.38  -3.04  -1.27
H  2.63  -5.23  -3.88
H  3.73  -3.86  -4.06
H  2.36  -4.05  -5.17
H  0.09  -0.12  -4.16
H  -0.12  0.15  -2.45
H  -2.23  -1.59  -3.12
H  -2.12  -0.55  -4.54
H  -3.74  1.92  -3.74
H  -2.03  1.76  -4.18
H  -2.67  2.55  -1.38
H  -3.03  3.74  -2.65
H  1.19  2.41  -3.21
H  2.00  3.23  -1.89
H  2.59  3.46  -3.55
H  0.68  6.53  -3.14
H  2.04  5.87  -4.07
H  2.09  5.86  -2.30
H  -2.33  5.44  -1.49
H  -3.40  5.64  -2.90
H  -2.34  6.97  -2.39
H  -0.54  5.29  -5.23
H  -1.40  6.80  -4.86
H  -2.32  5.32  -5.18
H  -4.71  -0.11  -3.13
H  -4.41  0.75  -1.63
H  -3.00  -1.55  -1.15
H  -4.36  -2.15  -2.15
H  -3.46  -3.65  -0.63
H  -4.28  -4.67  -1.82
H  -4.28  -5.13  -0.11
H  -7.60  -3.67  -0.34
H  -6.70  -5.12  0.16
H  -6.90  -4.75  -1.56
H  -7.03  -3.53  2.71
H  -5.39  -2.89  3.01
H  -5.64  -4.15  1.79
H  -6.81  -0.21  1.09
H  -5.51  -0.56  2.24
H  -7.20  -0.99  2.64
H  2.95  -0.93  -4.35
H  2.02  -0.10  -5.59
H  3.06  -1.46  -6.05
H  -0.73  -2.33  -5.44
H  0.32  -2.31  -6.87
H  -0.13  -0.79  -6.08
C  0.06  -6.34  4.94
C  -1.35  -5.97  4.48
C  -2.18  -7.19  4.06
C  -1.56  -7.86  2.84
C  -1.33  -6.84  1.75
C  -1.27  -7.24  0.43
C  -1.08  -6.29  -0.57
F  -1.03  -6.73  -1.85
C  -0.95  -4.96  -0.30
C  -1.00  -4.54  1.03
C  -0.88  -3.08  1.31
O  -0.66  -2.29  0.40
C  -1.07  -2.73  2.70
C  -1.25  -3.69  3.63
N  -1.28  -5.03  3.37
C  -1.19  -5.47  2.06
C  -1.20  -1.26  3.19
O  -1.18  -1.13  4.44
O  -1.35  -0.39  2.31
H  0.02  -7.08  5.75
H  0.58  -5.45  5.30
H  0.65  -6.76  4.12
H  -1.86  -5.47  5.30
H  -3.19  -6.85  3.82
H  -2.24  -7.88  4.90
H  -2.23  -8.64  2.47
H  -0.62  -8.34  3.11
H  -1.39  -8.28  0.16
H  -0.83  -4.22  -1.08
H  -1.37  -3.40  4.66
N  -0.60  4.79  0.70
C  -0.30  4.55  2.00
N  -0.56  5.52  2.88
C  -0.15  5.26  4.11
N  -0.40  6.20  5.07
N  0.47  4.15  4.51
C  0.67  3.24  3.55
N  0.30  3.39  2.28
C  1.40  2.01  3.92
C  2.16  1.97  5.09
C  2.89  0.83  5.36
C  2.81  -0.24  4.48
C  1.99  -0.11  3.37
N  1.32  0.98  3.09
H  -1.23  5.55  0.51
H  -0.60  3.99  0.09
H  -0.66  7.11  4.75
H  0.10  6.10  5.93
H  2.17  2.83  5.75
H  3.51  0.77  6.25
H  3.37  -1.16  4.65
H  1.87  -0.94  2.68
Br  -5.02  5.99  0.77
C  -4.40  5.39  2.46
C  -4.58  6.23  3.55
C  -4.14  5.84  4.80
C  -3.52  4.61  4.96
C  -3.35  3.77  3.88
C  -3.78  4.15  2.61
I  -3.52  2.80  1.04
H  -5.07  7.19  3.41
H  -4.27  6.50  5.65
H  -3.17  4.30  5.94
H  -2.87  2.81  4.00
O  3.45  -0.21  -2.42
C  3.41  -0.53  -1.22
O  2.59  -0.18  -0.34
C  4.53  -1.48  -0.74
C  4.48  -2.01  0.54
C  5.44  -2.93  0.93
C  6.46  -3.32  0.08
C  6.51  -2.74  -1.17
C  5.55  -1.84  -1.60
N  7.59  -3.13  -2.08
O  7.67  -2.56  -3.15
O  8.36  -4.00  -1.71
N  5.36  -3.54  2.26
O  6.27  -4.25  2.62
O  4.38  -3.29  2.94
H  3.70  -1.70  1.21
H  7.20  -4.05  0.39
H  5.58  -1.42  -2.59
C  6.04  1.99  -2.44
C  5.88  3.19  -1.52
C  5.35  2.84  -0.13
S  3.55  2.41  -0.01
O  3.40  2.11  1.44
C  2.94  4.15  -0.22
C  3.07  4.99  1.04
C  4.05  6.16  0.91
H  6.37  2.29  -3.43
H  5.10  1.44  -2.54
H  6.80  1.30  -2.04
H  5.22  3.92  -2.00
H  6.85  3.69  -1.39
H  5.49  3.65  0.58
H  5.84  1.95  0.25
H  1.90  4.02  -0.52
H  3.49  4.57  -1.06
H  3.36  4.33  1.87
H  2.09  5.40  1.31
H  5.07  5.81  0.74
H  4.05  6.76  1.82
H  3.77  6.80  0.07

Properties
- Multiplicity: 1
- Net charge: -1
- Energy above the lowest of the compared OMol25 structures with the same formula, charge and spin: 11.7 kcal/mol


10.
A molecular structure, C7H11N at a distorted geometry. Source: the OMol25 dataset; level of theory: ωB97M-V with the def2-TZVPD basis set.

Element x y z (Å)
C  0.39  0.74  1.71
C  -0.64  -0.23  1.18
C  -0.58  -1.41  0.33
C  0.59  -1.31  -0.79
C  0.27  -0.07  -1.58
C  -0.49  1.17  -0.83
C  -0.48  1.16  0.68
H  0.42  1.28  2.56
H  1.63  0.60  1.83
H  -1.38  -0.32  2.05
H  -0.20  -2.36  0.91
H  -1.79  -1.73  -0.25
H  0.77  -2.27  -1.49
H  2.46  -0.32  -1.36
H  0.27  0.04  -2.64
H  -1.80  1.09  -1.02
H  0.10  2.00  -1.46
H  -1.00  2.06  0.98
N  1.49  -0.11  -0.81

Properties
- Multiplicity: 1
- Energy above the lowest of the compared OMol25 structures with the same formula, charge and spin: 166.0 kcal/mol


11.
C3H3O3P in the gas phase at a distorted geometry. Source: the OMol25 dataset; level of theory: ωB97M-V with the def2-TZVPD basis set.

Element x y z (Å)
C  0.52  0.06  1.33
C  0.22  -0.93  -0.48
C  -0.57  0.21  0.26
O  0.68  0.57  2.38
O  -0.20  1.54  -2.01
O  1.19  -0.86  0.61
P  -0.72  1.84  -0.67
H  -0.29  -1.98  -0.61
H  0.71  -0.68  -1.40
H  -1.53  0.23  0.60

Properties
- Multiplicity: 1
- SMILES string: O=P[C@H]1COC1=O
- Energy above the lowest of the compared OMol25 structures with the same formula, charge and spin: 32.8 kcal/mol